[1]
ORCA calculation (ωB97M-V/def2-TZVPD) on a molecular structure, C5H10N3.

Positions of all 18 atoms, in Å:
C: -2.4324 -0.2553 0.4264
C: 0.6855 -1.5746 -0.2843
C: 0.6962 0.9493 -0.5416
C: -1.2275 -0.0954 0.0237
C: -0.0655 -0.3335 -0.8098
N: 0.4877 -2.0073 0.8844
N: 2.0486 0.9804 -0.0662
N: -0.4025 1.5543 0.4971
H: -2.7777 0.3953 1.1957
H: -2.9866 -1.1248 0.4171
H: 1.3377 -1.9053 -1.1845
H: 0.6636 1.5544 -1.4971
H: -0.5265 -0.6609 -1.7328
H: 1.0485 -2.7960 1.1556
H: 2.5297 1.8531 0.1286
H: 1.9585 0.6200 0.9032
H: -0.8522 2.3299 0.1690
H: -0.0220 1.4857 1.4466

Forces on the atoms, in the same order (eV/Å):
C 0.57 0.73 1.43
C 0.70 -0.14 -1.62
C -0.09 3.60 -1.96
C 0.72 3.61 0.99
C -0.02 -2.74 1.86
N 0.04 0.85 -0.83
N -1.39 -1.79 2.18
N 1.97 -6.15 -0.84
H -0.36 0.82 0.18
H -1.00 -1.95 -0.89
H -0.44 -0.28 2.03
H -0.18 -0.22 1.27
H 0.89 0.73 -1.16
H 0.34 -0.54 -0.11
H -0.58 0.52 -1.06
H 0.78 -0.52 -0.72
H -1.37 2.79 -0.41
H -0.57 0.69 -0.33

Output
Energy above the lowest of the compared OMol25 structures with the same formula, charge and spin in kJ/mol: 460.2
Lowest unoccupied orbital energy in eV: -3.7
HOMO level in Eh: -0.52162
Charge: +1
Total energy in eV: -9806.9790

Results of the Mulliken charge analysis, in e, for atoms 1 through 6: C -0.8084; C -0.1903; C -0.4037; C 0.1013; C 0.5648; N -0.4828

[2]
ORCA calculation (ωB97M-V/def2-TZVPD) on a molecular structure, C44H39AsBiGeN5O4.

Positions of all 95 atoms, in Å:
Bi: 0.7133 -1.2420 0.6520
N: 0.7863 -0.6100 5.8791
C: 0.9992 -1.3431 4.7327
N: 0.1697 -1.3914 3.7620
C: -1.0189 -0.6803 3.8088
N: -1.8809 -0.7575 2.7993
N: -1.4450 -1.5680 1.7617
C: -1.7510 -2.8016 1.7580
C: -0.0866 -3.3131 0.1439
C: -0.5511 -2.8881 -1.2520
C: -0.3129 -3.9097 -2.3091
C: 0.3265 -5.0893 -2.0165
C: 0.8930 -5.3405 -0.7811
N: 0.8996 -4.3637 0.2330
C: -1.3245 0.1081 4.9759
C: -2.5196 0.8372 5.1485
C: -2.7330 1.5885 6.3074
C: -1.7856 1.6306 7.3070
C: -0.5930 0.8853 7.1694
C: -0.3772 0.1377 6.0207
H: 1.4826 -0.5670 6.6008
H: 1.9145 -1.9208 4.6765
H: -2.4727 -3.2161 2.4625
H: -1.6434 -2.7634 -1.1802
H: -0.6918 -3.7022 -3.3022
H: 0.4262 -5.8580 -2.7760
H: 1.5026 -6.2053 -0.5741
H: -3.2513 0.8048 4.3543
H: -3.6551 2.1492 6.4179
H: -1.9360 2.2343 8.1943
H: 0.1672 0.8984 7.9435
O: 3.0411 -4.9225 0.8600
C: 2.2834 -3.9984 0.5965
O: 2.5743 -2.7656 0.5564
C: 0.2089 -5.3905 2.0944
O: -0.2793 -6.3654 1.7477
O: -1.2443 -3.7078 0.9455
C: 3.1537 3.2285 2.6068
As: 2.3069 1.4499 2.2113
C: 0.9451 2.2120 1.0149
C: 3.7621 0.8674 0.9503
C: 4.1678 1.7965 -0.1365
C: 5.2163 2.7015 0.0448
C: 5.6382 3.5283 -0.9831
C: 5.0209 3.4692 -2.2246
C: 3.9886 2.5632 -2.4240
C: 3.5622 1.7429 -1.3920
H: 3.2692 3.8057 1.6889
H: 4.1381 3.1029 3.0625
H: 2.5342 3.7988 3.3003
H: 0.8415 3.2817 1.1936
H: -0.0189 1.7372 1.1959
H: 1.2136 2.0636 -0.0299
H: 3.4465 -0.0937 0.5424
H: 4.6100 0.6823 1.6154
H: 5.7212 2.7378 1.0032
H: 6.4660 4.2087 -0.8183
H: 5.3443 4.1172 -3.0303
H: 3.5241 2.4805 -3.3984
H: 2.7753 1.0189 -1.5713
C: 0.1509 -1.5123 -1.4940
Ge: -1.1418 -0.2016 -2.0473
C: -3.0308 -0.5992 -1.5390
C: -3.7253 -1.5409 -2.2993
C: -4.9467 -2.0482 -1.8822
C: -5.4889 -1.6332 -0.6733
C: -4.7871 -0.7389 0.1226
C: -3.5655 -0.2409 -0.3025
C: -0.7904 1.7617 -2.0016
C: -1.6025 2.6985 -1.3693
C: -1.3047 4.0527 -1.4216
C: -0.1753 4.4945 -2.0953
C: 0.6376 3.5755 -2.7446
C: 0.3220 2.2276 -2.7000
C: -1.2774 -0.2697 -4.0650
C: -0.3474 -1.0246 -4.7737
C: -0.3183 -1.0203 -6.1616
C: -1.2251 -0.2437 -6.8688
C: -2.1598 0.5189 -6.1799
C: -2.1805 0.5021 -4.7931
H: -3.2853 -1.8939 -3.2264
H: -5.4700 -2.7785 -2.4896
H: -6.4462 -2.0193 -0.3417
H: -5.1786 -0.4476 1.0901
H: -3.0019 0.4083 0.3581
H: -2.4828 2.3574 -0.8374
H: -1.9613 4.7723 -0.9463
H: 0.0730 5.5494 -2.1188
H: 1.5133 3.9193 -3.2801
H: 0.9448 1.5061 -3.2177
H: 0.3601 -1.6154 -4.1994
H: 0.4108 -1.6189 -6.6966
H: -1.2049 -0.2282 -7.9531
H: -2.8686 1.1280 -6.7316
H: -2.9075 1.1089 -4.2605

Forces on the atoms, in the same order (eV/Å):
Bi -0.04 -0.71 -0.76
N -0.04 -0.16 -0.46
C -0.10 0.03 0.07
N 0.26 -0.26 0.04
C -0.02 0.07 0.19
N -0.85 0.33 0.20
N 0.73 -0.34 -0.37
C -0.37 0.31 0.50
C 0.34 0.07 0.29
C 0.01 0.25 -0.08
C -0.09 -0.02 0.09
C -0.15 -0.16 -0.14
C 0.15 0.18 0.12
N 0.01 0.73 -1.23
C 0.36 -0.36 -0.38
C -0.24 0.08 -0.13
C 0.07 0.03 0.07
C -0.21 0.20 0.13
C 0.25 -0.22 -0.22
C -0.14 0.37 0.53
H 0.02 -0.04 -0.05
H 0.10 0.07 0.08
H 0.06 0.04 0.03
H 0.02 -0.09 0.08
H 0.03 -0.04 -0.05
H 0.01 0.00 0.00
H -0.02 -0.04 0.00
H -0.01 0.00 -0.02
H -0.01 0.02 -0.01
H -0.06 -0.01 0.01
H 0.00 0.00 0.03
O -0.15 -0.24 -0.04
C 0.40 0.05 0.07
O -0.27 0.20 0.22
C -0.36 -1.24 1.07
O 0.29 0.42 0.17
O 0.02 -0.17 -0.42
C -0.03 -0.18 -0.03
As 0.46 0.73 0.32
C 0.00 -0.08 -0.13
C -0.20 -0.02 0.17
C 0.13 0.01 -0.15
C -0.04 -0.03 0.02
C 0.03 0.07 -0.01
C -0.02 0.00 -0.01
C 0.02 0.06 -0.04
C 0.01 -0.09 0.03
H 0.01 -0.01 -0.03
H -0.02 -0.08 0.01
H -0.10 -0.12 0.00
H 0.06 0.01 0.04
H 0.01 -0.03 0.04
H -0.03 0.05 -0.05
H 0.08 -0.03 0.04
H -0.08 -0.06 0.01
H -0.01 0.00 0.02
H -0.03 0.03 0.00
H 0.03 -0.03 -0.01
H -0.05 0.01 -0.01
H -0.03 -0.03 0.01
C -0.43 0.95 0.52
Ge -0.05 -0.11 -1.02
C 0.43 -0.17 0.18
C 0.02 0.11 -0.11
C -0.11 -0.01 0.02
C -0.03 0.00 0.00
C -0.13 0.04 0.09
C 0.09 0.14 -0.08
C 0.07 -0.36 0.35
C -0.07 -0.16 -0.01
C -0.05 0.15 -0.02
C -0.01 0.01 -0.02
C -0.03 0.10 0.02
C 0.06 -0.12 -0.03
C 0.10 -0.08 0.18
C -0.02 -0.07 0.14
C -0.01 0.00 -0.14
C 0.02 -0.02 -0.07
C -0.07 0.04 -0.06
C -0.05 0.02 0.05
H -0.07 0.02 -0.06
H 0.02 0.00 0.00
H 0.02 -0.03 0.01
H 0.02 0.00 0.01
H -0.03 -0.01 0.11
H -0.03 0.08 0.05
H 0.01 -0.02 0.08
H -0.04 0.00 -0.01
H 0.04 -0.02 0.00
H 0.07 0.03 -0.06
H 0.08 -0.02 -0.03
H 0.02 -0.01 0.02
H 0.00 -0.01 0.00
H 0.00 0.00 0.02
H -0.03 0.02 -0.02

Output
Energy above the lowest of the compared OMol25 structures with the same formula, charge and spin in kJ/mol: 475.9
Lowest unoccupied orbital energy (alpha / beta) in eV: 4.1 / 4.1
HOMO level (alpha / beta) in Eh: -0.05131 / 0.02569
Charge: -2
Total energy in eV: -185091.1574

Results of the Mulliken charge analysis, in e, for atoms 1 through 6: Bi 1.2300; N 0.0415; C -0.5697; N -0.1064; C -0.2972; N -1.3002

[3]
ORCA calculation (ωB97M-V/def2-TZVPD) on a gas-phase ion, C5H6NO3S2 (charge -1).

Positions of all 17 atoms, in Å:
C: 0.3236 0.6110 0.1833
C: -0.3773 -0.5514 -0.1638
C: 0.3728 1.7399 1.0983
C: 0.2034 -1.3424 -1.3102
C: 1.2342 -0.4023 -2.0970
N: -0.4722 1.8129 2.1742
O: -2.3231 -2.3901 0.6857
O: 1.2921 2.6180 1.0218
O: -2.1110 -0.3637 1.9261
S: 1.5994 0.9867 -1.0788
S: -1.3472 -1.4704 1.2954
H: 0.7708 -2.2637 -1.1262
H: -0.5202 -1.5764 -2.1017
H: 2.1361 -1.0874 -2.3709
H: 0.9041 -0.1671 -3.0937
H: -1.2831 1.1650 2.2922
H: -0.4023 2.6814 2.6653

Forces on the atoms, in the same order (eV/Å):
C -0.23 -2.37 -3.68
C 1.07 1.29 2.65
C 0.91 2.16 2.94
C 0.65 1.25 -1.91
C 1.02 -2.92 -0.13
N -0.39 -0.71 -1.04
O 0.39 -0.42 -0.62
O -1.92 -1.92 -0.56
O 0.17 0.68 0.36
S 0.48 0.59 0.42
S -0.22 0.10 -0.53
H -0.62 0.14 0.85
H -0.40 -0.29 0.69
H -0.96 1.37 0.89
H -0.71 0.62 -0.22
H 0.76 0.29 -0.33
H 0.01 0.12 0.22

Output
Energy above the lowest of the compared OMol25 structures with the same formula, charge and spin in kJ/mol: 0.0
Lowest unoccupied orbital energy in eV: 3.2
HOMO level in Eh: -0.14766
Charge: -1
SMILES string: N/C([O-])=C1/SCCC1=S(=O)=O
Total energy in eV: -34585.8517

Results of the Mulliken charge analysis, in e, for atoms 1 through 6: C 0.6122; C -0.2450; C 0.0354; C -0.4179; C -0.5055; N -0.3069

[4]
ORCA calculation (ωB97M-V/def2-TZVPD) on a molecular structure, C12H11CoNO4.

Positions of all 29 atoms, in Å:
Co: 0.0638 0.0611 0.5129
C: 1.1827 1.4113 0.6910
O: 1.9226 2.2998 0.6348
C: -0.3266 -0.4631 2.1142
O: -0.4957 -0.7033 3.2267
C: 1.1555 -1.2782 0.1036
O: 2.0301 -2.0306 0.0120
C: -1.4727 0.8800 0.1723
O: -2.3823 1.5969 0.1281
C: -3.1699 -3.6707 -1.7310
H: -3.8181 -2.9724 -2.2679
H: -2.3834 -4.1652 -2.3080
C: -3.3642 -3.9476 -0.4265
H: -2.7428 -4.6776 0.0999
H: -4.1779 -3.4848 0.1389
C: 2.6173 3.2630 -4.8775
C: 1.8930 2.3570 -3.9299
C: 0.6478 2.7336 -3.4153
C: 0.0565 1.9381 -2.4163
N: 0.6531 0.8439 -1.9241
C: 1.7512 0.3887 -2.5389
C: 2.4202 1.1245 -3.5308
H: 2.0329 3.4588 -5.7801
H: 2.8261 4.2370 -4.4253
H: 3.5666 2.8287 -5.1809
H: 0.1425 3.6454 -3.7406
H: -0.9393 2.2056 -2.0322
H: 2.1253 -0.6046 -2.2608
H: 3.3526 0.7412 -3.9463

Forces on the atoms, in the same order (eV/Å):
Co -0.94 -1.06 -3.59
C 4.43 5.30 0.50
O -2.68 -3.20 0.29
C -0.92 -1.37 7.68
O 0.37 0.56 -3.55
C 5.64 -4.56 -0.43
O -3.25 2.40 0.11
C -5.68 4.76 -0.16
O 3.09 -2.82 -0.05
C -1.08 -1.56 7.42
H -0.48 0.63 -1.24
H 0.67 -0.31 -1.27
C 1.14 1.62 -7.56
H 0.32 -0.89 1.28
H -0.89 0.13 1.32
C 0.17 -0.12 -0.18
C 0.59 0.39 -0.62
C 0.69 0.51 -0.81
C -0.27 -1.22 1.01
N -0.78 -0.15 -0.16
C -0.66 -0.31 0.67
C 0.29 1.17 -0.88
H -0.09 -0.07 0.07
H -0.10 -0.10 0.12
H 0.02 0.01 -0.03
H 0.18 -0.19 0.02
H 0.55 -0.09 -0.03
H -0.12 0.43 0.03
H -0.20 0.13 0.03

Output
Lowest unoccupied orbital energy (alpha / beta) in eV: -10.3 / -17.7
HOMO level (alpha / beta) in Eh: -0.71939 / -0.75716
Charge: +3
2S+1: 5
Total energy in eV: -59890.5436

Results of the Mulliken charge analysis, in e, for atoms 1 through 6: Co 0.3012; C 0.3149; O -0.1526; C 0.3362; O -0.1367; C 0.3657

Q: The highest charge belongs to which entry?
A: C12H11CoNO4

Q: Number 3 is which compound?
A: C5H6NO3S2